Below is a cluster of 6 separate species, C35H49Cl2N6O in total, with properties calculated with wB97M-V/def2-TZVPD.

The geometry in XYZ format:
```
93
C35H49Cl2N6O wB97M-V/def2-TZVPD
C -0.33487 -3.60416 2.08100
N 0.75596 -2.79554 2.64991
C 0.72096 -1.52599 2.42268
C 1.56718 -0.59597 3.06837
C 2.62883 -1.08334 3.77831
C 2.71473 -2.45769 3.95838
C 1.71700 -3.34353 3.37681
C 3.65973 -0.19150 4.33552
C 3.90956 1.09873 3.96316
C 4.73238 1.90387 4.78898
N 5.37586 1.39746 5.91630
C 5.16060 0.09463 6.25767
C 4.31026 -0.66894 5.51244
C 6.55020 2.14644 6.50635
H -1.24933 -3.02337 1.96038
H -0.46717 -4.50774 2.67610
H -0.08488 -3.91394 1.06629
H -0.06303 -1.18601 1.76226
H 1.57431 0.43577 2.74922
H 3.52495 -2.94939 4.47624
H 1.68617 -4.41563 3.50339
H 3.41991 1.57401 3.12605
H 5.03770 2.91768 4.57601
H 5.85561 -0.28676 6.99110
H 4.11616 -1.67974 5.83958
H 7.24549 1.37513 6.83767
H 6.17081 2.61375 7.41508
H 7.09254 2.79361 5.81707
C 8.83557 -4.33698 -0.54301
N 7.94995 -3.09661 -0.70215
C 7.01531 -2.99598 -1.68885
C 6.18016 -1.90469 -1.91789
C 6.39301 -0.82158 -1.01390
C 7.39392 -0.96894 -0.00176
C 8.13987 -2.10659 0.15446
C 5.70144 0.44901 -1.16785
C 4.41990 0.45288 -1.64588
C 3.65709 1.70957 -1.63301
N 4.25222 2.82152 -1.27356
C 5.58010 2.85300 -1.02335
C 6.31559 1.68231 -0.95008
C 3.44716 4.08315 -1.20943
H 9.79828 -4.12092 -1.00626
H 8.42879 -5.01833 -1.29026
H 8.65276 -4.60379 0.49790
H 6.98058 -3.79041 -2.41964
H 5.49734 -1.76174 -2.74234
H 7.54651 -0.15212 0.68811
H 8.96574 -2.03867 0.84708
H 3.90671 -0.45299 -1.93300
H 2.58332 1.65938 -1.73739
H 5.98916 3.83382 -0.83085
H 7.37651 1.76237 -0.76447
H 2.43796 3.85527 -0.86635
H 3.26764 4.34793 -2.25144
H 3.85696 4.94139 -0.67691
C -4.46873 1.63786 -1.12081
O -3.14726 1.98290 -0.71144
H -4.63522 0.59318 -1.38355
H -5.32708 1.96983 -0.53675
H -4.63430 2.16202 -2.06205
Cl -8.96115 3.19109 3.46296
C -9.27724 4.61382 2.38893
C -9.74477 5.87897 3.12476
Cl -9.94872 7.29409 2.09656
H -9.99519 4.27441 1.64232
H -8.29985 4.85010 1.96824
H -9.04242 6.12430 3.92138
H -10.70804 5.80019 3.62873
C -4.19769 0.59893 -8.63178
C -3.45189 0.19747 -7.42079
C -4.45932 -0.56860 -6.45942
C -3.67893 -1.50372 -5.48599
N -3.15981 -2.18343 -4.76535
H -4.39008 -0.32845 -9.17125
H -3.72508 1.44282 -9.13438
H -5.18417 0.84290 -8.23754
H -3.07537 0.99737 -6.78323
H -2.55134 -0.38797 -7.60612
H -5.21050 -1.12863 -7.01638
H -5.15076 0.06248 -5.90105
C -9.18294 -1.92167 -2.93798
C -9.92548 -1.59166 -1.64688
C -9.16143 -1.89867 -0.29995
C -8.64286 -3.30591 -0.30738
N -8.28165 -4.46057 -0.32134
H -8.09640 -1.96964 -2.86588
H -9.39788 -1.28706 -3.79772
H -9.53903 -2.83471 -3.41511
H -10.90886 -2.02107 -1.45539
H -10.16149 -0.53631 -1.51033
H -9.77916 -1.85259 0.59694
H -8.39508 -1.13720 -0.15521
```

For the HOMO energy, the calculation gives -0.411 hartree. The net charge is +3. Its calculated total energy is -73088.6465 eV.

---

Below is a cluster of 2 separate species, C4H12NO3 in total, with properties calculated with wB97M-V/def2-TZVPD.

The geometry in XYZ format:
```
20
C4H12NO3 wB97M-V/def2-TZVPD
O -1.25416 -0.97536 2.12788
C -0.95242 -0.13501 1.33484
C 0.15328 -0.42809 0.27821
C 0.94806 0.82544 -0.11485
C 0.25358 1.64804 -1.14754
O 2.19312 0.29682 -0.65706
N 1.04971 -1.47203 0.95338
H -1.33896 0.89909 1.33733
H -0.32637 -0.98890 -0.52492
H 1.37176 1.34268 0.74304
H 0.72160 2.61946 -1.18946
H 0.10202 1.15204 -2.09770
H -0.78712 1.94445 -0.94991
H 2.10273 0.20811 -1.60074
H 0.52872 -2.05019 1.62449
H 1.89094 -1.08777 1.36800
H 1.30811 -2.06253 0.17283
H -2.61041 -0.40785 -2.62294
H -2.99188 0.55962 -1.58019
O -2.18852 0.21517 -2.01248
```

For the HOMO energy, the calculation gives -0.535 hartree. The energy above the lowest of the compared OMol25 structures with the same formula, charge and spin comes out at 39.5 kcal per mole. The net charge is +1. Its calculated total energy is -11967.8846 eV.

---

Below is a structure of composition C5H8N2, with properties calculated with wB97M-V/def2-TZVPD.

The geometry in XYZ format:
```
15
C5H8N2 wB97M-V/def2-TZVPD
C -2.39158 -0.12008 -0.08425
C -0.90647 0.10303 -0.09194
C -0.25564 1.33382 -0.20692
N 1.09461 1.21083 -0.14225
C 1.32109 -0.19738 0.03087
N 2.60204 -0.71140 -0.24991
C 0.08540 -0.86622 0.06417
H -2.64524 -1.13041 -0.42122
H -2.81012 0.00651 0.92107
H -2.89672 0.59266 -0.74404
H -0.70800 2.31919 -0.24262
H 1.34629 0.66659 0.98847
H 3.27634 0.04059 -0.33371
H 2.91335 -1.38069 0.44272
H -0.04978 -1.93703 0.14893
```

For the HOMO energy, the calculation gives -0.301 hartree. The energy above the lowest of the compared OMol25 structures with the same formula, charge and spin comes out at 50.9 kcal per mole. Its calculated total energy is -8292.7883 eV.

---

Below is a structure of composition C41H50N2OP2PtSi2, with properties calculated with wB97M-V/def2-TZVPD.

The geometry in XYZ format:
```
99
C41H50N2OP2PtSi2 wB97M-V/def2-TZVPD
Pt 0.03391 -0.80169 0.57384
C -1.81866 3.25364 -1.09562
Si -1.35913 2.16120 0.33610
C -2.78826 1.09477 0.87534
C -0.74002 3.20837 1.74103
N -0.14540 0.99619 -0.28638
P 1.34459 1.05175 -0.99593
C 1.66981 -0.66524 -0.72550
P 0.99228 -1.90696 -1.79688
N -0.38179 -2.04745 -0.90581
Si -1.45347 -3.32432 -0.30194
C -3.14955 -3.12639 -1.01676
C -0.74073 -5.00938 -0.58448
C -1.44230 -2.90232 1.54602
C 0.61908 -1.56361 -3.50623
C -0.70121 -1.59306 -3.94696
C -0.98045 -1.39162 -5.29153
C 0.05265 -1.14082 -6.18233
C 1.37061 -1.09388 -5.73935
C 1.65934 -1.31835 -4.40515
C 2.04176 -3.34989 -1.78819
C 1.96178 -4.28475 -2.82121
C 2.69428 -5.45892 -2.74362
C 3.50420 -5.69988 -1.64284
C 3.59191 -4.76731 -0.61541
C 2.86390 -3.59246 -0.68496
C 2.58584 2.02187 -0.15575
C 3.67199 1.40670 0.46048
C 4.64892 2.18471 1.06727
C 4.52886 3.56554 1.07811
C 3.43920 4.18334 0.47103
C 2.47666 3.41588 -0.15883
C 1.24442 1.69464 -2.65480
C 2.38652 2.22279 -3.26142
C 2.32030 2.68057 -4.56790
C 1.11800 2.62914 -5.25900
C -0.01986 2.10374 -4.65725
C 0.04261 1.62546 -3.36134
H -2.49126 4.03463 -0.73096
H -2.33803 2.70890 -1.88446
H -0.95509 3.75255 -1.53997
H -3.63782 1.72667 1.14438
H -2.56183 0.49054 1.75991
H -3.10829 0.42710 0.07214
H -1.53393 3.90816 2.01706
H 0.12901 3.80239 1.45220
H -0.48276 2.63747 2.63304
H -3.15105 -3.35701 -2.08417
H -3.53594 -2.11418 -0.88330
H -3.84610 -3.81884 -0.53822
H -0.69513 -5.26562 -1.64431
H -1.38180 -5.74984 -0.09904
H 0.26491 -5.10525 -0.17076
H -1.95848 -1.95612 1.77270
H -0.42836 -2.91026 1.97943
H -1.98019 -3.66614 2.11544
H -1.50431 -1.77429 -3.24328
H -2.00305 -1.43267 -5.64247
H -0.16634 -0.98572 -7.23067
H 2.17215 -0.89910 -6.43911
H 2.69023 -1.31438 -4.06834
H 1.33167 -4.10092 -3.68227
H 2.63544 -6.18371 -3.54410
H 4.07841 -6.61520 -1.58848
H 4.23683 -4.95456 0.23242
H 2.94180 -2.85128 0.10044
H 3.75383 0.32772 0.44790
H 5.50394 1.70933 1.52924
H 5.29209 4.17000 1.55044
H 3.35637 5.26183 0.47152
H 1.65198 3.90180 -0.66977
H 3.31993 2.28542 -2.71670
H 3.20262 3.09167 -5.03918
H 1.06484 3.00534 -6.27229
H -0.95450 2.06853 -5.20082
H -0.83664 1.20971 -2.88838
C 0.80117 2.72696 8.34983
C 0.60058 2.05369 7.02938
C 1.47480 2.28280 5.96891
C 1.31976 1.66266 4.74498
C 2.32381 1.93250 3.66604
C 0.22346 0.76896 4.57996
C -0.04017 0.09999 3.35914
O 0.57604 0.27000 2.27598
C -0.67367 0.51566 5.66021
C -1.84572 -0.42577 5.54280
C -0.46543 1.16694 6.85382
H 1.57197 3.49238 8.30111
H 1.09562 1.99077 9.10083
H -0.12761 3.18205 8.69497
H 2.30534 2.96298 6.11143
H 3.10044 2.59728 4.03884
H 1.87029 2.39048 2.78555
H 2.79052 1.00819 3.32417
H -0.87077 -0.61329 3.36826
H -1.52613 -1.44830 5.33207
H -2.54579 -0.11755 4.76403
H -2.39600 -0.44706 6.48008
H -1.14287 0.99075 7.68045
```

For the HOMO energy (spin up / spin down), the calculation gives -0.502 / -0.502 hartree. The net charge is +2. Its calculated total energy is -85924.9557 eV.

---

Below is the molecule C4H7NO, with properties calculated with wB97M-V/def2-TZVPD.

The geometry in XYZ format:
```
13
C4H7NO wB97M-V/def2-TZVPD
O 1.84671 0.67624 0.42943
C 0.93211 0.24206 -0.52779
C 0.32226 -1.17110 -0.23410
C -1.00349 -0.48112 0.07134
N -0.74331 0.59066 1.05755
C -0.48462 0.83091 -0.36492
H 1.31645 0.66799 1.24911
H 1.34893 0.41501 -1.52125
H 0.79924 -1.71410 0.58739
H 0.26522 -1.81619 -1.11687
H -2.00179 -0.89321 -0.01752
H -1.61737 1.03932 1.31960
H -0.98034 1.61355 -0.93198
```

Its SMILES is O[C@H]1C[C@H]2N[C@@H]12. For the HOMO energy, the calculation gives -0.348 hartree. The energy above the lowest of the compared OMol25 structures with the same formula, charge and spin comes out at 62.0 kcal per mole. Its calculated total energy is -7796.9543 eV.

---

Below is a structure of composition C3H4OP2, with properties calculated with wB97M-V/def2-TZVPD.

The geometry in XYZ format:
```
10
C3H4OP2 wB97M-V/def2-TZVPD
C 1.32339 -0.38027 -0.97863
C 1.09964 0.28040 0.26920
C -1.20583 -0.75158 -0.29263
O -1.11257 1.22201 1.59907
P -0.08803 -1.17397 -1.51403
P -0.41156 -0.13799 1.14711
H 2.24845 -0.66057 -1.38714
H 1.89458 0.96107 0.52540
H -2.29234 -1.01194 -0.19162
H -1.45573 1.65284 0.82326
```

For the HOMO energy, the calculation gives -0.319 hartree. The energy above the lowest of the compared OMol25 structures with the same formula, charge and spin comes out at 6.5 kcal per mole. Its calculated total energy is -23798.9851 eV.

---

Below is the molecule C3H4FNO3, with properties calculated with wB97M-V/def2-TZVPD.

The geometry in XYZ format:
```
12
C3H4FNO3 wB97M-V/def2-TZVPD
C -0.52421 0.56617 -0.53233
C 0.24192 -0.18338 1.84094
C 0.40233 -0.38078 0.35663
N 1.27919 -0.98267 -0.37578
O -0.90905 0.42343 2.22727
O -0.28388 0.31548 -1.85284
O 1.03494 -0.59647 2.67002
F -1.91323 0.57075 -0.33774
H -0.25138 1.70177 -0.43758
H -1.35003 1.03616 1.68421
H 1.90152 -1.64142 0.10384
H -0.07275 -0.57839 -2.12773
```

Its SMILES is [H]/N=C(\C(=O)O)[C@@H](O)F. For the HOMO energy, the calculation gives -0.404 hartree. The energy above the lowest of the compared OMol25 structures with the same formula, charge and spin comes out at 45.1 kcal per mole. Its calculated total energy is -13524.6857 eV.

---

Below is a cluster of 6 separate species, CH13O5S in total, with properties calculated with wB97M-V/def2-TZVPD.

The geometry in XYZ format:
```
20
CH13O5S wB97M-V/def2-TZVPD
C -0.91146 0.32747 2.28213
S -0.86624 1.44162 0.87488
H 0.10684 -0.10944 2.28970
H -0.99987 1.03483 3.11878
H -1.74853 -0.36577 2.39983
H 2.05621 2.62487 -0.35567
H 1.14430 3.93570 -0.22125
O 2.03126 3.67057 -0.48916
H 2.90827 -2.68685 2.53779
H 1.53181 -3.12978 2.03614
O 2.21016 -3.32992 2.62578
H -0.48632 -0.10230 -2.30608
H -0.14479 0.32860 -0.94726
O 0.17205 -0.32678 -1.64752
H 0.08649 -2.19495 -1.55187
H 0.77130 -3.15407 -1.21054
O 0.30426 -2.98687 -2.08286
H -2.85666 1.10673 -1.86745
H -2.30062 2.27813 -2.82586
O -3.00847 1.63821 -2.65951
```

For the HOMO energy, the calculation gives -0.129 hartree. The energy above the lowest of the compared OMol25 structures with the same formula, charge and spin comes out at 48.9 kcal per mole. The net charge is -1. Its calculated total energy is -22321.2940 eV.

---

Below is a cluster of 2 separate species, C5H10O2 in total, with properties calculated with wB97M-V/def2-TZVPD.

The geometry in XYZ format:
```
17
C5H10O2 wB97M-V/def2-TZVPD
C 0.25127 -0.81008 2.94973
O -0.42004 -0.56409 1.74413
C 0.47653 -0.24296 0.69746
C -0.26892 0.09180 -0.55125
C -0.26902 1.56687 -2.41297
C -0.46276 -0.80813 -1.59322
O -0.75594 -0.38380 -2.74189
H 0.95213 -1.65661 2.86199
H -0.50317 -1.05180 3.70241
H 0.82214 0.07160 3.28490
H 1.16658 -1.08620 0.51362
H 1.10537 0.61221 1.00598
H -1.11358 0.76688 -0.41964
H -1.01543 1.70607 -3.18647
H -0.31937 2.31871 -1.63093
H 0.73451 1.36582 -2.76721
H -0.38028 -1.89632 -1.45664
```

For the HOMO energy (spin up / spin down), the calculation gives -0.298 / -0.298 hartree. The energy above the lowest of the compared OMol25 structures with the same formula, charge and spin comes out at 137.7 kcal per mole. Its calculated total energy is -9437.0710 eV.

---

> Among the records above, which one has the highest calculated total energy?

C4H7NO